[1]
{"formula": "C26H54HgO14S6", "method": "ωB97M-V/def2-TZVPD", "e_above_lowest_kcal_mol": 9.81, "e_homo_ev": -6.80, "total_energy_ha": -4618.674134, "symbols": ["Hg", "C", "O", "H", "H", "H", "C", "O", "H", "H", "H", "C", "C", "C", "S", "O", "O", "C", "H", "H", "H", "H", "H", "H", "H", "H", "C", "C", "C", "S", "O", "O", "C", "H", "H", "H", "H", "H", "H", "H", "H", "C", "C", "C", "S", "O", "O", "C", "H", "H", "H", "H", "H", "H", "H", "H", "C", "C", "C", "S", "O", "O", "C", "H", "H", "H", "H", "H", "H", "H", "H", "C", "C", "C", "S", "O", "O", "C", "H", "H", "H", "H", "H", "H", "H", "H", "C", "C", "C", "S", "O", "O", "C", "H", "H", "H", "H", "H", "H", "H", "H"], "coordinates": [[0.168, -0.163, 0.002], [2.122, 3.029, 0.518], [1.587, 1.764, 0.349], [2.210, 3.520, -0.451], [1.532, 3.615, 1.222], [3.055, 3.100, 1.077], [-2.076, 0.928, -2.795], [-1.136, 0.375, -1.939], [-2.988, 1.013, -2.205], [-1.827, 1.931, -3.140], [-2.353, 0.350, -3.677], [-4.945, -1.273, 2.430], [-5.287, -1.036, 0.973], [-4.013, -1.378, 0.051], [-2.690, -2.008, 1.183], [-1.342, -1.516, 0.868], [-2.885, -3.453, 1.418], [-3.487, -1.046, 2.558], [-5.133, -2.306, 2.724], [-5.498, -0.591, 3.076], [-5.725, -0.057, 0.779], [-5.978, -1.860, 0.797], [-3.664, -0.452, -0.406], [-4.197, -2.016, -0.814], [-3.312, 0.014, 2.373], [-3.102, -1.373, 3.524], [1.326, 2.142, -4.577], [1.316, 0.839, -5.335], [1.310, -0.304, -4.320], [2.470, 0.238, -2.998], [3.863, -0.072, -3.418], [1.903, -0.245, -1.708], [2.045, 2.049, -3.245], [0.308, 2.507, -4.436], [1.817, 2.935, -5.141], [2.196, 0.810, -5.977], [0.428, 0.777, -5.965], [1.670, -1.229, -4.771], [0.300, -0.503, -3.961], [2.848, 2.781, -3.148], [1.386, 2.272, -2.407], [2.501, 1.439, 3.903], [2.600, 0.277, 4.914], [1.322, -0.530, 4.866], [0.066, 0.526, 4.156], [-0.971, 0.795, 5.175], [-0.242, 0.099, 2.774], [1.087, 2.047, 3.975], [2.569, 1.138, 2.858], [3.288, 2.166, 4.107], [2.662, 0.757, 5.890], [3.522, -0.305, 4.917], [0.988, -0.938, 5.821], [1.335, -1.493, 4.355], [0.995, 2.531, 4.947], [0.658, 2.698, 3.213], [-2.146, 5.192, 1.628], [-2.476, 5.157, 0.092], [-2.528, 3.689, -0.382], [-2.496, 2.658, 1.115], [-1.604, 1.493, 0.894], [-3.859, 2.548, 1.605], [-1.570, 3.879, 2.080], [-3.066, 5.240, 2.209], [-1.579, 6.078, 1.911], [-1.652, 5.598, -0.469], [-3.428, 5.640, -0.127], [-1.581, 3.370, -0.816], [-3.305, 3.313, -1.048], [-0.504, 3.808, 1.863], [-1.689, 3.645, 3.138], [-2.086, -4.216, -3.333], [-1.924, -4.860, -1.931], [-0.399, -4.918, -1.692], [0.166, -3.211, -2.221], [1.315, -3.255, -3.123], [0.244, -2.173, -1.148], [-1.394, -2.908, -3.201], [-3.144, -4.244, -3.595], [-1.590, -4.848, -4.069], [-2.299, -5.877, -2.045], [-2.512, -4.358, -1.163], [0.019, -5.663, -2.368], [-0.093, -5.190, -0.681], [-1.150, -2.217, -4.008], [-2.044, -2.300, -2.571], [4.635, -2.350, -0.568], [5.447, -1.276, 0.268], [4.424, -0.450, 1.066], [3.109, -1.667, 1.576], [1.792, -1.263, 1.078], [3.325, -2.136, 2.984], [3.707, -3.047, 0.435], [5.338, -2.974, -1.119], [4.064, -1.851, -1.350], [6.079, -0.624, -0.333], [6.072, -1.808, 0.986], [4.002, 0.296, 0.393], [4.689, 0.135, 1.946], [2.846, -3.611, 0.076], [4.248, -3.758, 1.058]], "lowdin_charge": [1.18, -0.34, -0.42, 0.05, 0.02, 0.05, -0.34, -0.43, 0.04, 0.04, 0.05, -0.25, -0.17, -0.17, 0.77, -0.42, -0.33, -0.22, 0.11, 0.13, 0.12, 0.10, 0.08, 0.09, 0.09, 0.12, -0.24, -0.22, -0.21, 0.80, -0.35, -0.43, -0.18, 0.11, 0.11, 0.11, 0.12, 0.10, 0.07, 0.10, 0.08, -0.21, -0.21, -0.24, 0.75, -0.36, -0.38, -0.18, 0.08, 0.12, 0.11, 0.11, 0.10, 0.09, 0.10, 0.07, -0.21, -0.17, -0.21, 0.72, -0.40, -0.32, -0.23, 0.11, 0.12, 0.11, 0.11, 0.10, 0.10, 0.08, 0.11, -0.23, -0.21, -0.18, 0.78, -0.33, -0.43, -0.21, 0.12, 0.11, 0.12, 0.10, 0.10, 0.10, 0.10, 0.09, -0.19, -0.19, -0.19, 0.80, -0.41, -0.35, -0.18, 0.11, 0.08, 0.12, 0.11, 0.09, 0.10, 0.09, 0.09]}

[2]
{"formula": "C26H54N3O16P", "method": "ωB97M-V/def2-TZVPD", "e_homo_ev": -9.86, "total_energy_ha": -2732.568774, "symbols": ["H", "N", "C", "N", "N", "C", "C", "C", "C", "O", "C", "O", "O", "P", "O", "O", "O", "H", "H", "H", "H", "H", "H", "H", "H", "H", "H", "H", "H", "H", "C", "C", "O", "C", "C", "O", "H", "H", "H", "H", "H", "H", "H", "H", "C", "C", "O", "C", "C", "O", "H", "H", "H", "H", "H", "H", "H", "H", "C", "C", "O", "C", "C", "O", "H", "H", "H", "H", "H", "H", "H", "H", "C", "C", "O", "C", "C", "O", "H", "H", "H", "H", "H", "H", "H", "H", "C", "C", "O", "C", "C", "O", "H", "H", "H", "H", "H", "H", "H", "H"], "coordinates": [[7.015, 1.042, 3.714], [7.255, 0.447, 2.892], [7.276, 1.218, 1.835], [6.921, 2.667, 2.054], [7.583, 0.726, 0.457], [6.228, 0.628, -0.228], [5.817, -0.902, -0.571], [4.274, -1.065, -0.172], [4.024, -1.225, 1.405], [2.584, -1.289, 1.607], [2.012, -0.030, 1.836], [0.753, -0.002, 1.924], [2.734, 1.185, 2.037], [2.483, 2.345, 0.815], [2.732, 3.719, 1.482], [3.550, 2.257, -0.494], [0.919, 2.404, 0.182], [5.883, 2.654, 2.141], [7.150, 3.180, 1.187], [8.079, 1.452, -0.078], [6.187, 1.250, -1.190], [5.439, 0.995, 0.525], [5.880, -1.048, -1.704], [6.500, -1.645, -0.016], [3.893, -2.018, -0.693], [3.592, -0.223, -0.530], [4.582, -0.481, 2.060], [4.437, -2.266, 1.688], [4.316, 2.832, -0.237], [0.704, 1.553, -0.281], [-0.705, -4.530, -2.837], [-0.215, -3.730, -1.648], [1.147, -3.310, -1.836], [1.505, -2.180, -2.470], [0.480, -1.467, -3.304], [2.658, -1.802, -2.426], [-0.711, -3.928, -3.749], [-1.716, -4.901, -2.661], [-0.045, -5.381, -3.023], [-0.863, -2.880, -1.419], [-0.219, -4.367, -0.762], [0.505, -1.860, -4.321], [0.731, -0.405, -3.326], [-0.529, -1.531, -2.904], [-2.339, -1.338, 3.341], [-2.163, -0.807, 1.933], [-3.199, -1.295, 1.065], [-4.396, -0.699, 0.906], [-4.825, 0.343, 1.900], [-5.141, -1.061, 0.023], [-3.274, -0.992, 3.786], [-1.513, -1.016, 3.979], [-2.375, -2.430, 3.335], [-2.101, 0.283, 1.902], [-1.222, -1.180, 1.525], [-5.351, -0.140, 2.725], [-5.505, 1.036, 1.401], [-4.003, 0.946, 2.283], [0.226, 6.057, 0.313], [-0.856, 5.038, 0.022], [-2.103, 5.426, 0.620], [-3.006, 6.232, 0.030], [-2.585, 7.037, -1.168], [-4.108, 6.363, 0.510], [-0.012, 7.030, -0.123], [1.186, 5.724, -0.088], [0.329, 6.209, 1.390], [-0.973, 4.844, -1.047], [-0.582, 4.087, 0.480], [-2.180, 7.994, -0.835], [-3.465, 7.218, -1.788], [-1.863, 6.529, -1.804], [-2.366, -7.378, 4.004], [-1.065, -7.159, 3.259], [-1.265, -7.233, 1.840], [-1.627, -6.188, 1.072], [-2.163, -4.951, 1.737], [-1.596, -6.281, -0.133], [-3.095, -6.597, 3.775], [-2.195, -7.385, 5.083], [-2.818, -8.329, 3.712], [-0.573, -6.225, 3.541], [-0.368, -7.962, 3.510], [-3.245, -5.041, 1.850], [-1.942, -4.093, 1.098], [-1.704, -4.739, 2.701], [-4.105, 3.968, -3.017], [-3.571, 3.459, -4.340], [-2.369, 2.699, -4.153], [-2.346, 1.381, -3.883], [-3.615, 0.711, -3.436], [-1.301, 0.769, -3.921], [-4.384, 3.146, -2.355], [-4.982, 4.600, -3.173], [-3.341, 4.549, -2.496], [-4.316, 2.890, -4.901], [-3.298, 4.310, -4.969], [-3.694, 0.772, -2.350], [-3.572, -0.339, -3.732], [-4.511, 1.121, -3.899]], "lowdin_charge": [0.06, 0.11, -0.46, 0.06, -0.01, -0.22, -0.14, -0.18, -0.16, 0.02, -0.44, 0.07, -0.07, 0.64, -0.31, -0.17, -0.13, 0.07, 0.07, 0.10, 0.13, 0.07, 0.12, 0.13, 0.11, 0.10, 0.12, 0.15, 0.09, 0.10, -0.06, -0.23, 0.01, -0.50, 0.00, 0.06, 0.07, 0.08, 0.09, 0.11, 0.10, 0.10, 0.08, 0.06, -0.05, -0.24, -0.01, -0.53, 0.01, 0.09, 0.07, 0.09, 0.06, 0.11, 0.10, 0.10, 0.09, 0.07, -0.06, -0.23, 0.00, -0.54, 0.00, 0.09, 0.07, 0.08, 0.09, 0.11, 0.10, 0.10, 0.09, 0.07, -0.07, -0.23, 0.00, -0.51, 0.01, 0.10, 0.07, 0.08, 0.09, 0.11, 0.12, 0.11, 0.08, 0.07, -0.05, -0.22, 0.00, -0.51, 0.02, 0.09, 0.07, 0.09, 0.06, 0.12, 0.12, 0.09, 0.10, 0.07]}

Number 1: HOMO-LUMO gap 7.2488 eV. Number 2: HOMO-LUMO gap 9.3434 eV.